This record from the OMol25 dataset describes a molecular structure, CH4N2O2S in a non-equilibrium geometry. The level of theory is ωB97M-V/def2-TZVPD.

Calculated values
Net charge ... 0
Multiplicity ... 1
Kohn-Sham gap (alpha / beta) ... 8.6 / 8.6 eV
Lowest unoccupied orbital energy (alpha / beta) ... -0.48 / -0.48 eV
Total energy ... -698.52580 Eh

Geometry (Å):
C: -0.786 -0.565 -0.674
N: -2.000 -0.890 -0.578
N: -0.271 0.365 0.113
O: 2.458 1.879 0.427
O: 2.082 -0.993 0.500
S: 1.452 -0.030 -0.351
H: 2.962 1.262 0.974
H: -2.369 -1.471 -1.270
H: -2.657 -0.301 -0.046
H: -0.870 0.744 0.905



This record from the OMol25 dataset describes 2 unconnected molecules or ions with the total composition CH4N2O2S in a non-equilibrium geometry. The level of theory is ωB97M-V/def2-TZVPD.

Calculated values
Net charge ... 0
Multiplicity ... 1
Kohn-Sham gap ... 8.3 eV
Lowest unoccupied orbital energy ... -0.54 eV
Total energy ... -698.62061 Eh

Geometry (Å):
C: 0.095 -0.859 -0.075
N: 0.270 -0.185 1.021
N: -0.875 -1.828 0.067
O: 1.700 2.443 -0.552
O: -0.224 2.309 -2.197
S: 1.025 1.819 -1.667
H: -0.162 -0.513 1.850
H: 1.071 0.499 1.245
H: -1.354 -1.709 1.008
H: -1.547 -1.975 -0.700



This record from the OMol25 dataset describes a single CH4N2O2S molecule in a non-equilibrium geometry. The level of theory is ωB97M-V/def2-TZVPD.

Calculated values
Net charge ... 0
Multiplicity ... 1
Kohn-Sham gap ... 9.0 eV
Lowest unoccupied orbital energy ... -0.02 eV
Total energy ... -698.54132 Eh

Geometry (Å):
C: -0.297 -0.730 0.194
N: -0.411 2.046 -0.338
N: 0.783 1.861 -0.261
O: 1.964 0.120 1.283
O: 2.123 -0.615 -0.949
S: 1.278 0.020 0.018
H: -1.028 -0.007 0.554
H: -0.266 -1.787 0.748
H: -0.737 -0.842 -0.865
H: 1.608 2.433 -0.036



This record from the OMol25 dataset describes 2 unconnected molecules or ions with the total composition CH4N2O2S in a non-equilibrium geometry. The level of theory is ωB97M-V/def2-TZVPD.

Calculated values
Net charge ... 0
Multiplicity ... 1
Kohn-Sham gap (alpha / beta) ... 7.8 / 9.9 eV
Lowest unoccupied orbital energy (alpha / beta) ... -0.90 / 0.25 eV
Total energy ... -698.43907 Eh

Geometry (Å):
C: 1.840 -0.578 0.306
N: -0.860 0.949 -0.947
N: -0.282 0.938 0.319
O: -2.754 0.238 0.726
O: -1.096 -1.503 -0.157
S: -1.478 -0.162 0.153
H: 1.280 -1.415 0.070
H: 2.072 0.184 -0.352
H: 2.277 -0.431 1.294
H: -0.999 1.781 -1.412



Taking the records one at a time from the top gives relative energy (zero: lowest compared OMol25 entry of this formula, charge and spin) values of 4.069, 1.489, 3.646, 6.429 eV.